{"formula": "C24H50O7Si2", "method": "wB97M-V/def2-TZVPD", "e_tot_ev": -55789.546, "lumo_ha": 0.0144, "gap_ev": 10.83, "elements": ["C", "C", "C", "C", "C", "C", "C", "C", "C", "C", "C", "C", "C", "Si", "O", "Si", "C", "C", "C", "H", "H", "H", "H", "H", "H", "H", "H", "H", "H", "H", "H", "H", "H", "H", "H", "H", "H", "H", "H", "H", "H", "H", "H", "H", "H", "H", "H", "H", "H", "H", "H", "H", "H", "H", "H", "H", "H", "C", "C", "C", "O", "C", "O", "O", "H", "H", "H", "H", "H", "H", "C", "C", "C", "O", "C", "O", "O", "H", "H", "H", "H", "H", "H"], "xyz": [[3.287, -0.434, 5.517], [2.306, -0.588, 6.673], [0.914, -0.047, 6.381], [-0.079, -0.502, 7.449], [-1.540, -0.457, 7.025], [-2.045, -1.546, 6.067], [-2.331, -2.895, 6.739], [-1.193, -3.920, 6.817], [-1.095, -4.864, 5.598], [0.248, -4.855, 4.852], [0.429, -3.585, 4.027], [1.370, -3.745, 2.837], [0.612, -4.372, 1.643], [-0.165, -3.130, 0.495], [1.011, -2.434, -0.476], [0.485, -1.092, -1.330], [1.711, -0.615, -2.679], [2.602, 0.581, -2.292], [1.800, 1.878, -2.262], [4.300, -0.376, 5.903], [3.274, -1.293, 4.864], [3.114, 0.459, 4.924], [2.209, -1.651, 6.886], [2.709, -0.133, 7.572], [0.985, 1.036, 6.392], [0.601, -0.324, 5.377], [0.222, -1.460, 7.854], [0.028, 0.206, 8.269], [-2.176, -0.465, 7.908], [-1.691, 0.503, 6.539], [-1.388, -1.617, 5.207], [-2.994, -1.181, 5.683], [-3.151, -3.376, 6.221], [-2.639, -2.655, 7.751], [-0.225, -3.484, 7.034], [-1.423, -4.563, 7.662], [-1.243, -5.889, 5.923], [-1.881, -4.641, 4.881], [0.339, -5.749, 4.244], [1.014, -4.867, 5.623], [-0.547, -3.313, 3.632], [0.718, -2.782, 4.692], [2.228, -4.352, 3.108], [1.702, -2.752, 2.554], [-0.159, -5.039, 2.023], [1.306, -4.973, 1.059], [-0.955, -2.092, 1.191], [-1.097, -3.850, -0.407], [0.361, 0.047, -0.399], [-0.840, -1.397, -1.916], [1.112, -0.310, -3.534], [2.293, -1.475, -2.999], [3.091, 0.408, -1.339], [3.356, 0.685, -3.067], [1.091, 1.883, -3.073], [1.270, 1.996, -1.325], [2.445, 2.737, -2.397], [2.330, 1.725, -8.607], [2.091, 2.228, -7.207], [1.545, 1.213, -6.234], [0.877, 2.054, -5.277], [0.483, 3.172, -5.937], [-0.258, 3.991, -5.498], [1.048, 3.223, -7.167], [2.579, 2.552, -9.272], [3.154, 1.013, -8.617], [1.439, 1.240, -9.007], [2.999, 2.692, -6.811], [2.315, 0.617, -5.749], [0.802, 0.552, -6.686], [-2.213, 4.936, -7.798], [-3.177, 6.085, -7.681], [-4.505, 5.759, -7.045], [-5.356, 6.772, -7.603], [-4.846, 7.105, -8.817], [-5.402, 7.774, -9.625], [-3.611, 6.562, -8.973], [-1.349, 5.222, -8.397], [-1.862, 4.628, -6.816], [-2.681, 4.081, -8.292], [-2.701, 6.925, -7.168], [-4.496, 5.819, -5.960], [-4.887, 4.783, -7.356]], "lowdin_charge": [-0.107, -0.272, -0.227, -0.214, -0.209, -0.198, -0.195, -0.189, -0.200, -0.207, -0.232, -0.256, -0.301, 0.491, -0.432, 0.518, -0.310, -0.316, -0.123, 0.065, 0.056, 0.071, 0.096, 0.107, 0.113, 0.102, 0.093, 0.110, 0.104, 0.108, 0.089, 0.104, 0.102, 0.103, 0.091, 0.101, 0.101, 0.104, 0.107, 0.109, 0.094, 0.092, 0.107, 0.090, 0.069, 0.075, -0.011, -0.022, -0.007, -0.018, 0.048, 0.072, 0.097, 0.090, 0.046, 0.054, 0.073, -0.018, -0.325, -0.087, 0.032, -0.546, 0.154, 0.087, 0.090, 0.092, 0.091, 0.161, 0.137, 0.143, -0.020, -0.326, -0.094, 0.058, -0.564, 0.164, 0.081, 0.093, 0.062, 0.093, 0.161, 0.139, 0.138]}